A cluster of 11 separate species, C54H144N21O11P5 in total in a non-equilibrium geometry, computed with ωB97M-V/def2-TZVPD.

```
! wB97M-V def2-TZVPD RIJCOSX def2/J DEFGRID3
* xyz 1 2
C 5.4332 -12.1427 6.4476
O 4.5820 -12.0629 7.3741
N 6.5219 -11.3209 6.3856
C 7.2242 -11.1099 5.0996
C 6.6873 -10.1284 7.2417
H 5.4302 -12.8912 5.6402
H 8.1002 -10.5900 5.4874
H 6.6942 -10.6201 4.2827
H 7.5250 -12.0161 4.5739
H 6.3781 -10.2064 8.2840
H 7.7442 -10.0152 7.4829
H 6.2776 -9.1959 6.8533
C 13.2840 -0.8526 12.5118
O 12.5732 -1.8489 12.4760
N 12.9548 0.2085 13.3060
C 13.7804 1.4342 13.2306
C 11.7019 0.3371 14.1100
H 14.3290 -0.7414 12.1836
H 13.9616 1.8799 14.2086
H 13.2844 2.2250 12.6679
H 14.7727 1.5598 12.7974
H 12.0791 0.5952 15.0996
H 10.9526 0.9924 13.6660
H 11.3320 -0.6706 14.2990
C 14.2068 -4.7206 13.7461
O 15.4242 -4.7980 13.6114
N 13.5895 -4.5505 14.9093
C 12.2717 -3.9698 14.9547
C 14.2961 -4.7972 16.2416
H 13.5597 -4.8355 12.8628
H 11.6952 -4.6364 15.5962
H 11.7725 -3.8674 13.9912
H 12.3049 -2.9495 15.3367
H 14.5440 -3.8420 16.7044
H 13.7693 -5.4888 16.8990
H 15.2500 -5.2505 15.9719
C 4.2829 -7.1394 10.1672
O 4.4495 -5.9481 10.3633
N 3.2890 -7.7800 9.6090
C 2.2068 -6.9456 8.8607
C 2.9406 -9.1060 10.0352
H 4.9029 -7.8517 10.7333
H 2.6250 -6.2892 8.0976
H 1.7841 -6.3050 9.6347
H 1.4428 -7.5830 8.4156
H 2.5931 -9.7248 9.2079
H 3.7257 -9.6168 10.5927
H 2.1509 -8.9531 10.7708
C 3.0990 -3.1697 15.3006
O 2.5353 -3.1986 14.2735
N 4.3779 -3.4565 15.5647
C 5.0616 -3.4632 16.8732
C 5.1639 -4.0542 14.4819
H 2.5942 -2.7544 16.1866
H 5.3853 -4.4352 17.2453
H 4.5731 -2.8436 17.6252
H 6.1065 -3.1545 16.8401
H 4.7251 -3.9619 13.4884
H 6.1310 -3.5680 14.3542
H 5.3002 -5.1009 14.7540
O 13.0344 -8.3051 2.8487
P 12.0406 -7.6905 3.6720
N 10.6084 -8.4898 4.0174
C 10.0837 -9.6762 3.1793
C 9.5253 -7.8901 4.8167
N 11.4018 -6.2595 3.0372
C 11.0718 -5.1057 3.8428
C 10.7280 -6.4077 1.7095
N 12.6846 -7.4751 5.2847
C 13.6883 -6.3469 5.5286
C 12.6513 -8.6448 6.2254
H 9.0104 -9.5993 3.0057
H 10.3220 -10.5835 3.7345
H 10.5564 -9.8744 2.2173
H 8.7932 -8.6480 5.0955
H 8.9393 -7.0534 4.4365
H 10.0044 -7.4741 5.7029
H 10.1006 -4.6444 3.6633
H 11.1550 -5.2634 4.9181
H 11.8080 -4.3155 3.6951
H 10.9792 -5.4766 1.2016
H 11.2495 -7.2006 1.1733
H 9.6942 -6.7026 1.8893
H 13.9258 -6.3858 6.5917
H 14.6728 -6.3812 5.0619
H 13.2177 -5.3884 5.3099
H 13.5556 -9.1428 5.8758
H 11.8206 -9.3021 5.9685
H 12.6932 -8.3210 7.2653
O 12.6418 -2.4666 5.4416
P 13.8321 -1.5813 5.8193
N 13.2340 -0.0513 6.3266
C 14.0566 1.0009 6.7682
C 11.8560 0.3624 6.0039
N 14.9258 -1.1981 4.4707
C 14.1761 -1.0506 3.2614
C 16.1702 -0.4355 4.7322
N 14.7850 -2.2000 7.0368
C 14.2333 -2.4165 8.4242
C 15.6348 -3.3799 6.6013
H 14.1472 0.8863 7.8484
H 13.7497 2.0268 6.5650
H 15.1128 0.9211 6.5110
H 11.2847 -0.4847 5.6244
H 11.9790 1.2614 5.3998
H 11.3835 0.7108 6.9223
H 13.2469 -1.6203 3.2687
H 14.1661 -0.0040 2.9570
H 14.7229 -1.6019 2.4965
H 16.4510 -0.6377 5.7658
H 16.9313 -0.6342 3.9778
H 15.8477 0.5934 4.5728
H 13.5058 -3.2281 8.4359
H 15.0595 -2.5049 9.1296
H 13.6088 -1.5478 8.6330
H 14.9211 -4.1982 6.5058
H 16.3328 -3.7153 7.3684
H 16.2044 -3.0317 5.7396
O 10.6197 -12.7272 12.4560
P 9.6908 -12.1139 11.5356
N 8.5340 -13.1254 10.9454
C 8.9319 -14.4152 10.3784
C 7.1498 -12.7648 10.5812
N 10.5152 -11.3675 10.2104
C 9.8707 -10.6524 9.1627
C 11.9091 -11.5775 10.0827
N 8.8151 -10.8984 12.3318
C 9.0952 -9.4687 12.0953
C 7.9107 -11.1118 13.3926
H 8.9108 -14.3446 9.2909
H 8.4003 -15.2494 10.8361
H 10.0150 -14.5331 10.4127
H 6.7258 -12.1594 11.3823
H 6.5037 -13.6047 10.3261
H 7.2880 -12.1154 9.7167
H 8.8280 -10.5506 9.4637
H 10.2982 -9.6705 8.9597
H 9.9305 -11.2427 8.2483
H 12.0865 -12.4098 9.4017
H 12.4840 -10.7581 9.6512
H 12.3732 -11.6859 11.0630
H 9.4130 -8.8521 12.9361
H 9.7395 -9.3616 11.2226
H 8.1629 -9.0392 11.7286
H 6.8937 -11.0862 13.0010
H 8.2704 -10.4458 14.1768
H 8.0774 -12.0860 13.8522
O 4.2540 -1.4492 3.5998
P 5.4923 -0.6000 3.4644
N 6.5772 -0.8693 4.7850
C 7.8772 -0.1316 4.8522
C 6.0167 -1.3197 6.0612
N 5.3084 1.1398 3.3994
C 6.3684 2.0297 2.9919
C 4.3322 1.7500 4.3129
N 6.5177 -1.0815 2.2090
C 6.3200 -0.4374 0.8968
C 6.9023 -2.5226 2.0947
H 8.3705 -0.2877 3.8928
H 8.4866 -0.4847 5.6841
H 7.7796 0.8910 5.2166
H 5.4223 -2.1953 5.8002
H 5.4551 -0.4564 6.4181
H 6.6975 -1.7130 6.8162
H 6.3051 2.1793 1.9141
H 6.3027 3.0526 3.3626
H 7.3213 1.6136 3.3192
H 3.2957 1.4137 4.2900
H 4.5319 1.5908 5.3725
H 4.1288 2.8060 4.1352
H 5.2410 -0.3276 0.7879
H 6.7927 0.5432 0.8422
H 6.7516 -1.0196 0.0826
H 7.3717 -2.9594 2.9762
H 7.5823 -2.6604 1.2541
H 6.0898 -3.2347 1.9506
O 16.4412 -7.5415 13.9604
P 15.8114 -8.9412 13.9435
N 14.1517 -8.9454 13.2710
C 14.0898 -8.4457 11.8786
C 13.0752 -8.2758 14.0773
N 15.6040 -9.4994 15.5855
C 15.2181 -10.8976 15.8225
C 15.4570 -8.6130 16.7250
N 16.5284 -10.2859 13.0726
C 17.9475 -10.5078 12.9435
C 15.7233 -11.3474 12.4533
H 13.0460 -8.3783 11.5722
H 14.4514 -9.1507 11.1301
H 14.7186 -7.5554 11.8662
H 12.0711 -8.1059 13.6885
H 13.5092 -7.3916 14.5441
H 13.0108 -8.9562 14.9264
H 14.4709 -11.2359 15.1046
H 16.1644 -11.4288 15.7207
H 14.8932 -10.9225 16.8626
H 16.3937 -8.6250 17.2823
H 15.2744 -7.6052 16.3519
H 14.5456 -8.8560 17.2712
H 18.1861 -10.4818 11.8803
H 18.6603 -9.8918 13.4918
H 18.1087 -11.4824 13.4042
H 15.2589 -12.0761 13.1178
H 16.3574 -11.8878 11.7504
H 14.7856 -11.0164 12.0070
C 9.8692 -5.8487 12.2460
C 9.1974 -4.7420 11.3271
C 10.3615 -3.9825 10.7062
C 10.9590 -4.6811 9.4194
C 9.7953 -4.8308 8.4362
C 8.6482 -5.7985 8.9113
N 8.3478 -5.4493 10.2871
O 7.2628 -6.1835 10.8203
C 7.4740 -5.4825 8.0254
C 9.0436 -7.3136 8.8780
C 8.2115 -3.7975 12.1809
H 10.3457 -5.4656 13.1483
H 10.4476 -6.5965 11.7034
H 9.1428 -6.5010 12.7306
H 9.8800 -3.0368 10.4573
H 11.1341 -3.6848 11.4151
H 11.3044 -5.6984 9.6036
H 11.6974 -4.0180 8.9686
H 10.1888 -5.2620 7.5157
H 9.3761 -3.8496 8.2136
H 7.2200 -4.4247 7.9564
H 7.7155 -5.6508 6.9759
H 6.5741 -5.9961 8.3637
H 8.3988 -7.9357 8.2572
H 10.0171 -7.3341 8.3883
H 8.9127 -7.8594 9.8124
H 8.3038 -2.7792 11.8032
H 8.4810 -3.9030 13.2318
H 7.1247 -3.8282 12.1041
H 6.5404 -5.5612 10.9328
*
```

* HOMO (spin up / spin down): -9.754 / -9.754 eV
* largest force on an atom: 0.0875 Eh/bohr
* ⟨S²⟩: 0.7548
* gap between HOMO and LUMO (spin up / spin down): 7.901 / 4.081 eV
* calculated total energy: -158581.6472 eV